This record from the Open Molecules 2025 dataset describes a cluster of 5 separate species, C8H27O9 in total in a non-equilibrium geometry. The level of theory is ωB97M-V/def2-TZVPD.

Geometry (Å):
1 O 0.033 0.318 -0.255
2 H 0.902 -0.091 -0.248
3 H 0.136 0.987 0.426
4 H -0.175 0.709 -1.106
5 C 3.193 -0.881 0.663
6 C 2.518 -0.445 1.897
7 O 1.106 -0.880 1.916
8 O 2.555 -0.415 -0.496
9 H 3.222 -1.970 0.663
10 H 4.254 -0.629 0.638
11 H 2.584 0.643 1.923
12 H 3.125 -0.768 2.743
13 H 0.999 -1.834 1.925
14 H 3.230 -0.480 -1.175
15 C 1.902 3.144 0.078
16 C 0.762 3.434 1.155
17 O 0.197 2.165 1.525
18 O 1.327 2.771 -1.154
19 H 2.544 2.327 0.408
20 H 2.410 4.082 -0.144
21 H 0.044 4.217 0.913
22 H 1.260 3.850 2.031
23 H -0.142 2.187 2.423
24 H 1.497 3.468 -1.791
25 C -0.407 -1.760 -2.959
26 C -1.046 -0.357 -3.411
27 O -0.476 0.713 -2.777
28 O -0.888 -2.129 -1.661
29 H 0.680 -1.722 -3.026
30 H -0.651 -2.510 -3.712
31 H -2.091 -0.441 -3.113
32 H -1.073 -0.201 -4.490
33 H 0.264 0.915 -3.354
34 H -0.388 -2.852 -1.275
35 C -3.693 -1.429 2.207
36 C -2.533 -1.619 1.205
37 O -2.749 -1.043 -0.015
38 O -4.905 -2.181 1.794
39 H -3.920 -0.364 2.267
40 H -3.520 -1.812 3.212
41 H -2.768 -2.663 0.997
42 H -1.558 -1.344 1.607
43 H -2.053 -1.319 -0.616
44 H -5.702 -1.794 2.163

Properties
Energy relative to the best compared isomer or geometry (same formula, charge and spin) = 186.7 kJ/mol
Frontier orbital gap = 9.2167 eV
Charge = +1
Largest force on an atom = 3.86 eV/Å
HOMO = -11.87 eV

These are the Mulliken partial charges, in e, on atoms 1 to 5: 0.0734 0.3026 0.3206 0.4411 -0.5202

This record from the Open Molecules 2025 dataset describes a structure of composition C27H46BrFeNOP2 in a non-equilibrium geometry. The level of theory is ωB97M-V/def2-TZVPD.

Geometry (Å):
1 N 2.637 3.145 5.660
2 C 1.342 3.069 5.365
3 C 0.778 1.912 4.820
4 C 1.603 0.796 4.594
5 C 2.993 0.893 4.898
6 C 3.439 2.096 5.469
7 C 1.062 -0.338 3.890
8 Fe 0.344 -1.966 -0.738
9 P -1.449 -1.292 -2.100
10 C 1.800 -1.249 3.197
11 C 1.213 -2.051 2.108
12 C 2.017 -2.609 1.060
13 C 1.518 -3.625 0.196
14 C 0.114 -3.823 0.142
15 C -0.728 -3.170 1.064
16 C -0.174 -2.322 2.051
17 Br -0.708 -4.802 -1.424
18 H -0.024 -0.273 3.704
19 H 2.887 -1.321 3.354
20 H -0.260 1.877 4.477
21 H 3.701 0.103 4.641
22 H 0.708 3.942 5.527
23 H 4.478 2.201 5.759
24 H 3.073 -2.342 1.026
25 H -0.781 -2.025 2.903
26 H 2.177 -4.212 -0.444
27 H -1.792 -3.389 1.051
28 P 1.393 0.666 -0.641
29 C -2.992 -1.757 -1.187
30 C -3.862 -2.885 -1.728
31 H -3.596 -0.852 -0.997
32 H -2.601 -2.058 -0.199
33 H -4.735 -3.031 -1.073
34 H -4.254 -2.688 -2.734
35 H -3.301 -3.825 -1.732
36 C -0.650 -2.334 -3.444
37 C -1.427 -2.620 -4.712
38 H -0.411 -3.329 -3.010
39 H 0.331 -1.886 -3.671
40 H -0.962 -3.475 -5.233
41 H -2.463 -2.889 -4.501
42 H -1.388 -1.774 -5.407
43 C -1.815 0.273 -2.933
44 C -3.040 0.158 -3.841
45 H -0.914 0.585 -3.480
46 H -1.952 1.009 -2.127
47 H -3.242 1.114 -4.341
48 H -2.876 -0.583 -4.634
49 H -3.933 -0.131 -3.273
50 C 0.767 2.391 -0.954
51 C 0.142 2.682 -2.324
52 H 1.596 3.092 -0.792
53 H 0.037 2.575 -0.143
54 H 0.364 3.717 -2.644
55 H 0.510 2.017 -3.121
56 H -0.947 2.604 -2.306
57 C 2.522 0.406 -2.064
58 C 3.623 -0.631 -1.821
59 H 2.957 1.387 -2.311
60 H 1.873 0.075 -2.891
61 H 4.320 -0.631 -2.669
62 H 4.213 -0.434 -0.917
63 H 3.229 -1.655 -1.739
64 C 2.657 1.058 0.681
65 C 2.416 2.331 1.500
66 H 3.647 1.119 0.200
67 H 2.656 0.178 1.350
68 H 3.133 2.369 2.329
69 H 2.581 3.245 0.906
70 H 1.396 2.367 1.919
71 C -3.552 3.173 1.516
72 C -2.650 2.370 0.625
73 O -1.803 1.434 1.327
74 H -4.310 2.550 1.969
75 H -4.063 3.941 0.957
76 H -2.990 3.675 2.300
77 H -3.250 1.824 -0.128
78 H -1.949 3.016 0.078
79 H -2.405 0.845 1.818

Properties
Multiplicity = 5
Energy relative to the best compared isomer or geometry (same formula, charge and spin) = 112.6 kJ/mol
Frontier orbital gap (spin up / spin down) = 7.2278 / 6.5738 eV
Charge = +2
Largest force on an atom = 3.01 eV/Å
HOMO (spin up / spin down) = -13.80 / -14.05 eV

These are the Mulliken partial charges, in e, on atoms 1 to 5: -0.5395 -0.3767 -0.3693 0.5679 -0.4597

This record from the Open Molecules 2025 dataset describes the molecule C15H20N2O5S. The level of theory is ωB97M-V/def2-TZVPD.

Geometry (Å):
1 C -5.942 -0.265 0.338
2 C -5.281 -0.126 -1.026
3 H -5.612 -0.932 -1.690
4 H -5.502 0.844 -1.474
5 O -3.855 -0.169 -0.925
6 C -3.280 -1.373 -0.863
7 O -3.880 -2.414 -0.907
8 C -1.782 -1.246 -0.711
9 H -1.330 -2.220 -0.900
10 H -1.407 -0.517 -1.431
11 C -1.380 -0.765 0.722
12 N -1.811 0.598 0.934
13 C -1.157 1.739 0.561
14 O -1.717 2.817 0.587
15 C 0.253 1.513 0.221
16 C 1.180 2.433 -0.201
17 S 2.743 1.720 -0.398
18 C 2.152 0.154 0.093
19 C 0.804 0.210 0.391
20 N 0.056 -0.815 0.858
21 H 0.515 -1.720 0.867
22 C 2.949 -1.041 0.130
23 O 2.499 -2.130 0.451
24 O 4.222 -0.842 -0.234
25 C 5.068 -1.990 -0.227
26 C 6.491 -1.535 -0.489
27 H 6.812 -0.845 0.287
28 H 6.550 -1.029 -1.448
29 H 7.154 -2.396 -0.498
30 H 4.724 -2.686 -1.001
31 H 4.978 -2.491 0.743
32 C 0.957 3.871 -0.475
33 H -0.060 4.135 -0.196
34 H 1.109 4.085 -1.533
35 H 1.662 4.480 0.090
36 H -2.796 0.725 1.117
37 C -2.001 -1.668 1.787
38 H -1.681 -1.341 2.773
39 H -3.086 -1.634 1.736
40 H -1.683 -2.696 1.635
41 H -7.019 -0.179 0.229
42 H -5.593 0.516 1.011
43 H -5.713 -1.238 0.767

Properties
Energy relative to the best compared isomer or geometry (same formula, charge and spin) = 0.9 kJ/mol
Frontier orbital gap = 8.5286 eV
Charge = 0
SMILES = CCOC(=O)C[C@]1(C)NC(=O)c2c(C)sc(C(=O)OCC)c2N1
Largest force on an atom = 0.66 eV/Å
HOMO = -8.15 eV

These are the Mulliken partial charges, in e, on atoms 1 to 5: -1.0839 -0.3040 0.3476 0.3223 -0.3024

This record from the Open Molecules 2025 dataset describes a cluster of 2 separate species, C3H12N2O in total in a non-equilibrium geometry. The level of theory is ωB97M-V/def2-TZVPD.

Geometry (Å):
1 C 0.581 1.537 -2.697
2 C -0.265 0.293 -2.368
3 N 0.089 -0.212 -1.052
4 C -0.311 -1.609 -0.817
5 N -0.284 -2.022 0.562
6 H 0.004 2.462 -2.765
7 H 1.156 1.422 -3.624
8 H 1.317 1.725 -1.914
9 H -1.295 0.651 -2.435
10 H -0.026 -0.492 -3.072
11 H -0.187 0.420 -0.312
12 H 0.336 -2.174 -1.498
13 H -1.321 -1.792 -1.226
14 H 0.685 -2.182 0.816
15 H -0.513 -1.211 1.141
16 H 0.457 1.601 7.415
17 H -0.182 0.317 7.002
18 O -0.242 1.266 6.844

Properties
Energy relative to the best compared isomer or geometry (same formula, charge and spin) = 69.0 kJ/mol
Frontier orbital gap = 9.5513 eV
Charge = 0
SMILES = CCNCN.O
Largest force on an atom = 1.65 eV/Å
HOMO = -8.56 eV

These are the Mulliken partial charges, in e, on atoms 1 to 5: -1.0604 -0.3495 -0.4235 -0.4124 -0.6148

This record from the Open Molecules 2025 dataset describes the molecule C13H19P in a non-equilibrium geometry. The level of theory is ωB97M-V/def2-TZVPD.

Geometry (Å):
1 C -0.701 1.887 0.286
2 C 0.397 1.104 0.078
3 C 0.266 -0.370 0.115
4 C 1.762 1.335 0.050
5 C 1.551 -1.004 0.026
6 C 2.459 0.032 0.007
7 C -0.970 -0.800 0.298
8 C 2.375 2.717 -0.138
9 C 1.742 -2.545 -0.101
10 C 3.902 -0.052 -0.316
11 C -1.580 -2.036 0.595
12 C -2.926 0.560 -1.588
13 C -3.487 0.545 1.285
14 P -2.102 0.638 0.040
15 H -1.087 2.762 -0.276
16 H 2.059 3.173 -1.140
17 H 3.421 2.728 -0.101
18 H 2.042 3.550 0.532
19 H 2.367 -2.765 0.755
20 H 2.259 -2.784 -1.024
21 H 0.807 -2.997 -0.060
22 H 4.479 -0.849 0.125
23 H 4.389 0.864 0.176
24 H 4.099 -0.059 -1.382
25 H -0.758 -2.702 0.935
26 H -2.084 -2.580 -0.191
27 H -2.406 -1.968 1.322
28 H -3.505 -0.468 -1.553
29 H -3.500 1.415 -1.735
30 H -2.098 0.640 -2.219
31 H -3.947 1.484 1.301
32 H -4.103 -0.223 0.714
33 H -3.216 0.070 2.317

Properties
Energy relative to the best compared isomer or geometry (same formula, charge and spin) = 359.4 kJ/mol
Frontier orbital gap = 6.0511 eV
Charge = 0
SMILES = CC1=C(C)C2=C(C)P(C)(C)=CC2=C1C
Largest force on an atom = 5.73 eV/Å
HOMO = -5.57 eV

These are the Mulliken partial charges, in e, on atoms 1 to 5: -1.1372 0.2106 -0.0057 -0.0507 -0.5983

This record from the Open Molecules 2025 dataset describes the ion C10H13N4 with charge +1 in a non-equilibrium geometry. The level of theory is ωB97M-V/def2-TZVPD.

Geometry (Å):
1 C 3.575 -1.253 -0.140
2 C 3.249 -1.072 -1.495
3 C 2.611 -1.319 0.835
4 C 1.945 -0.953 -1.926
5 C 1.277 -1.196 0.428
6 C 0.959 -1.016 -0.950
7 C -0.851 -0.986 0.306
8 C -2.311 -0.958 0.604
9 C -2.067 1.453 0.440
10 C -0.704 1.146 0.970
11 N 0.139 -1.193 1.160
12 N -0.402 -0.913 -0.990
13 N 0.366 1.641 0.395
14 N -2.791 0.267 -0.009
15 H 4.616 -1.349 0.130
16 H 4.046 -1.031 -2.222
17 H 2.842 -1.472 1.876
18 H 1.698 -0.832 -2.969
19 H -2.817 -1.800 0.124
20 H -2.466 -1.035 1.688
21 H -2.591 1.969 1.259
22 H -1.993 2.140 -0.413
23 H -0.610 0.844 2.005
24 H 0.334 1.989 -0.555
25 H 1.277 1.576 0.831
26 H -0.994 -0.855 -1.802
27 H -3.793 0.387 0.087

Properties
Energy relative to the best compared isomer or geometry (same formula, charge and spin) = 0.0 kJ/mol
Frontier orbital gap = 8.0898 eV
Charge = +1
SMILES = [NH2+]=CCNCc1nc2ccccc2[nH]1
Largest force on an atom = 1.09 eV/Å
HOMO = -12.42 eV

These are the Mulliken partial charges, in e, on atoms 1 to 5: -0.5384 -0.4156 -0.7704 -1.1008 0.7898